{
  "formula": "C9H10NO4S",
  "method": "the ωB97M-V functional and the def2-TZVPD basis",
  "symbols": ["C", "C", "C", "C", "C", "C", "C", "C", "C", "N", "O", "O", "O", "O", "S", "H", "H", "H", "H", "H", "H", "H", "H", "H", "H"],
  "xyz": [[2.5183, 1.1926, 1.0228], [1.7044, 0.3842, 1.7995], [2.3844, 1.0846, -0.3719], [0.8327, -0.4809, 1.2451], [1.4875, 0.2718, -0.9322], [0.6361, -0.5680, -0.1391], [-0.6566, -2.6277, 0.2570], [-1.2771, -1.2603, -1.7929], [-0.4148, -1.4732, -0.6072], [-2.5854, 0.3968, 1.9910], [-1.2463, -3.1680, 1.1660], [0.2960, -2.9748, -0.5905], [-1.8051, 2.4473, 0.7951], [-2.6286, 0.8742, -0.7436], [-1.7603, 1.0350, 0.4691], [3.1157, 1.9144, 1.4734], [1.8092, 0.2205, 2.8748], [3.0516, 1.6654, -0.8664], [0.2815, -1.0798, 2.0151], [1.3834, 0.1071, -1.9863], [-0.6242, -0.9806, -2.5602], [-1.8618, -0.3568, -1.5552], [-1.7480, -2.1731, -2.1487], [-2.6568, -0.5846, 1.9890], [-1.8479, 0.6592, 2.6297]],
  "mulliken_charge": [-0.645, -0.371, -0.680, -0.152, -0.306, 0.301, 0.117, -1.077, 0.940, -0.739, -0.640, -0.488, -0.729, -0.781, 0.816, 0.453, 0.330, 0.489, 0.207, 0.327, 0.326, 0.315, 0.453, 0.288, 0.244],
  "charge": -1,
  "relative_energy_kcal_mol": 76.1,
  "homo_lumo_gap_ha": 0.25941,
  "largest_force_ha_per_bohr": 0.0838
}